This record from the Open Molecules 2025 dataset describes 3 unconnected molecules or ions with the total composition C28H50O3 in a non-equilibrium geometry. The level of theory is wB97M-V/def2-TZVPD.

Last column: Mulliken charge in e.
CARTESIAN COORDINATES (ANGSTROEM)
C1 -2.117 -3.322 2.280  -0.7435
C2 -2.479 -3.011 1.020  -0.4037
C3 -3.430 -3.923 0.355  0.9237
C4 -4.756 -3.810 0.221  0.5898
C5 -5.788 -2.791 0.568  -0.6058
C6 -5.468 -1.777 1.676  -1.2969
C7 -5.225 -0.318 1.217  0.9354
C8 -4.555 0.446 2.375  -1.8246
C9 -4.437 -0.202 -0.080  -0.1252
C10 -4.183 1.255 -0.481  -0.1729
C11 -3.327 1.398 -1.720  -0.8765
C12 -2.541 0.361 -2.209  0.6253
C13 -1.039 0.406 -2.125  -1.2466
C14 -3.173 -0.838 -2.870  -1.2909
C15 -5.222 -5.109 -0.373  -0.3666
O1 -6.325 -5.552 -0.376  -0.5294
O2 -4.132 -5.848 -0.770  -0.3326
C16 -3.000 -5.167 -0.360  0.3009
O3 -1.909 -5.498 -0.688  -0.5256
H1 -2.121 -2.607 3.098  0.2596
H2 -1.851 -4.343 2.544  0.2827
H3 -2.013 -2.184 0.494  0.3197
H4 -6.701 -3.339 0.805  0.5230
H5 -6.011 -2.276 -0.371  0.3992
H6 -4.676 -2.125 2.336  0.5332
H7 -6.363 -1.730 2.301  0.4234
H8 -6.219 0.113 1.059  0.3139
H9 -4.924 1.472 2.407  0.3730
H10 -4.725 -0.036 3.335  0.4512
H11 -3.483 0.541 2.182  0.3268
H12 -3.462 -0.691 -0.003  -0.2370
H13 -4.965 -0.647 -0.920  0.1083
H14 -5.150 1.737 -0.685  0.3621
H15 -3.664 1.820 0.296  0.1223
H16 -3.309 2.330 -2.287  0.4142
H17 -0.581 1.145 -2.800  0.3815
H18 -0.601 -0.569 -2.344  0.4685
H19 -0.729 0.694 -1.121  0.1167
H20 -2.911 -1.816 -2.443  0.2323
H21 -4.258 -0.749 -2.830  0.3981
H22 -2.905 -0.805 -3.927  0.4150
C17 3.552 3.828 1.316  -1.0402
C18 2.284 3.080 1.718  -0.7570
C19 1.558 2.432 0.541  0.1253
C20 1.048 3.401 -0.525  -0.3816
C21 0.091 4.477 -0.015  -0.6556
C22 -1.192 3.903 0.579  -0.7949
H23 3.336 4.664 0.649  0.2962
H24 4.053 4.232 2.196  0.3967
H25 4.253 3.161 0.809  0.0967
H26 1.611 3.758 2.251  0.3740
H27 2.552 2.295 2.430  0.3956
H28 0.721 1.841 0.927  0.2878
H29 2.233 1.715 0.060  -0.1041
H30 0.542 2.822 -1.304  0.0129
H31 1.897 3.885 -1.017  0.4255
H32 -0.167 5.132 -0.851  0.3878
H33 0.588 5.111 0.725  0.2730
H34 -1.714 3.290 -0.160  -0.0788
H35 -1.865 4.705 0.887  0.4678
H36 -0.987 3.288 1.457  0.2779
C23 8.491 -1.337 0.703  -1.1879
C24 7.649 -1.795 -0.484  -0.3413
C25 7.302 -0.669 -1.456  -0.8094
C26 6.462 0.461 -0.858  -0.8026
C27 5.130 0.022 -0.253  0.6061
C28 4.179 -0.606 -1.268  -1.3021
H37 7.959 -0.610 1.319  0.2819
H38 8.748 -2.181 1.343  0.3730
H39 9.423 -0.878 0.365  0.2957
H40 6.736 -2.277 -0.123  0.2340
H41 8.201 -2.563 -1.032  0.3831
H42 6.781 -1.093 -2.319  0.3038
H43 8.229 -0.240 -1.848  0.3843
H44 6.268 1.202 -1.641  0.4159
H45 7.043 0.983 -0.092  0.3520
H46 4.645 0.899 0.184  -0.5459
H47 5.299 -0.676 0.572  0.2893
H48 3.970 0.087 -2.086  0.2652
H49 3.229 -0.860 -0.792  0.3652
H50 4.588 -1.524 -1.692  0.4125

Atomic forces in eV per Å
0.035 -0.028 0.044
0.320 -0.553 0.381
0.932 -0.292 -0.616
0.047 -0.226 0.022
0.179 -0.021 -0.042
-0.535 0.169 -0.096
0.081 -0.539 0.431
-0.005 0.399 -0.672
0.261 0.818 0.034
-1.488 -0.321 -1.831
0.574 -0.857 -0.496
-0.448 0.264 0.224
0.174 0.696 -1.222
-0.343 -0.648 1.602
0.011 -0.149 0.582
-0.159 0.104 -0.392
0.046 -0.068 0.072
-0.177 0.404 -0.602
0.151 -0.213 0.306
1.502 0.432 -0.355
-1.460 -0.313 0.317
-1.184 0.865 0.276
0.032 -0.086 -0.004
-0.137 0.036 0.046
0.161 -0.032 -0.206
0.104 -0.042 0.165
0.036 0.063 -0.157
-0.042 -0.014 0.216
-0.013 0.065 0.059
0.078 -0.264 0.239
-0.107 -0.158 0.113
-0.079 -0.231 0.168
-0.038 0.143 0.538
-0.012 -0.005 0.027
1.189 0.806 1.328
0.070 -0.072 -0.017
-0.038 0.009 -0.159
-0.084 -0.033 0.037
0.186 -0.053 -0.265
0.002 -0.023 -0.119
0.204 -0.015 0.033
-0.079 0.030 0.101
0.105 -0.043 -0.048
-0.055 -0.062 -0.007
0.088 0.071 -0.018
-0.072 -0.074 -0.031
0.030 0.111 -0.007
0.012 -0.012 -0.021
0.038 0.011 -0.026
-0.002 0.022 -0.037
-0.019 -0.010 -0.008
-0.030 0.012 0.026
-0.005 -0.004 -0.017
0.006 -0.006 0.015
-0.009 0.021 0.000
0.015 -0.015 0.013
0.007 0.021 0.013
0.034 -0.014 -0.009
0.005 -0.038 0.028
-0.036 -0.034 0.014
-0.025 -0.018 -0.007
-0.069 -0.082 0.011
0.109 0.037 -0.005
-0.046 -0.011 -0.038
0.036 0.023 0.053
-0.056 0.052 -0.114
-0.012 -0.013 0.156
0.016 0.019 -0.005
0.020 0.014 0.012
-0.011 0.035 0.006
-0.011 0.004 -0.019
-0.030 -0.024 0.001
-0.010 0.011 0.002
0.012 -0.012 0.011
-0.016 -0.002 0.001
0.014 -0.008 -0.006
0.010 -0.018 0.049
0.022 0.013 0.007
0.019 -0.021 -0.025
-0.023 -0.012 -0.052
-0.006 0.010 -0.031

Computed properties:
- Highest occupied orbital energy: -7.23 eV
- LUMO energy: -0.5 eV
- Calculated total energy: -1322.44043 Ha
- Structure (SMILES): C=CC1=C(CC[C@@H](C)CCC=C(C)C)C(=O)OC1=O.CCCCCC.CCCCCC
- Frontier orbital gap: 6.7596 eV